Entry 1:
Molecular formula: C28H60NO12
Method: DFT, wB97M-V/def2-TZVPD

Values from the calculation:
- energy relative to the best compared isomer or geometry (same formula, charge and spin) (kcal/mol) = 16.3
- lowest unoccupied orbital energy (eV) = -1.919
- electronic energy (Eh) = -2059.90156
- HOMO level (Eh) = -0.4300

```
! RIJCOSX wB97M-V def2-TZVPD def2/J DEFGRID3
* xyz 1 1
C -1.482 3.076 1.894
H -2.817 -0.853 -1.883
H -6.526 -0.483 -1.361
H -3.357 -1.632 -3.304
C 2.694 -3.430 0.623
H -3.149 1.802 1.314
H -5.085 0.493 1.181
C 0.962 -6.560 1.189
H 4.655 3.836 -0.207
H 1.864 -7.045 1.068
O 2.206 -4.608 1.010
C 0.278 -1.986 3.783
C -6.428 -0.059 -0.436
O -2.353 -0.671 0.648
O -4.585 -1.308 0.260
H -1.828 5.523 -1.779
C 0.204 -3.590 -2.847
H -3.489 2.861 3.080
H 1.592 3.330 -1.802
C 3.474 2.230 0.895
O 2.100 -2.629 -0.089
O -0.589 2.270 1.930
H 4.676 -3.991 0.335
H -2.069 4.880 -3.425
H -6.928 0.841 -0.376
C 2.957 1.776 2.292
H 0.516 -3.311 -4.031
C 0.487 5.585 2.566
H 1.529 -3.343 5.142
C 4.089 -0.696 -2.722
H -3.319 0.889 -3.318
H -0.095 5.930 3.373
H -1.724 0.979 -3.502
H 1.140 -5.328 -0.706
H 0.152 -7.346 0.741
H 0.257 -4.173 4.340
C -3.193 -1.564 0.760
C -0.058 4.952 1.221
H 0.722 -6.453 2.048
H -3.436 3.563 1.496
H 3.724 1.185 -4.580
H 2.341 1.904 -4.215
H 4.311 -2.183 0.834
O -2.088 -3.378 -2.020
H -1.878 -3.339 0.837
O 3.372 1.397 -0.077
H 1.063 5.057 -1.634
H 0.108 -4.513 0.529
H 1.432 -0.193 -0.513
H 3.634 1.956 -3.186
H 0.008 -0.307 -1.024
N 0.565 -0.092 -0.165
H 3.961 -1.837 -2.454
C -2.579 -0.872 -3.106
H 4.571 -0.727 -3.494
H 3.308 4.438 0.678
C -1.179 -2.828 -2.676
C -2.554 0.387 -3.638
O -1.288 -1.606 -3.258
H -2.727 0.445 -4.710
H -3.526 -3.407 0.171
O -0.808 2.480 -1.655
H 4.778 -0.190 -1.979
H -0.078 5.636 0.570
H -0.836 -1.326 5.726
O 0.603 -1.277 2.691
H 4.703 3.855 1.517
C 0.942 -3.372 4.106
C 3.064 1.365 -3.838
H -4.499 0.815 -0.404
C 3.974 3.642 0.652
H 0.942 -3.079 -2.249
H 0.406 -0.866 0.423
H 4.307 -3.565 2.060
H 1.847 1.706 2.322
H 1.298 6.357 2.277
H 0.229 0.795 0.343
C 0.862 4.181 -2.195
H 3.329 2.461 3.095
H 0.701 4.218 1.033
H 0.832 4.914 3.211
O -1.317 4.319 1.421
H -3.180 -3.540 1.990
H 0.978 4.342 -3.234
H -1.778 -2.132 4.830
H -6.954 -0.893 -0.095
H -1.046 -0.494 4.115
C -1.749 4.647 -2.469
C -0.603 3.806 -1.990
C -0.847 -1.484 4.728
H 1.672 -3.853 3.330
H -2.674 4.122 -2.195
C 4.108 -3.275 1.011
C 2.863 0.049 -3.261
O 1.695 -0.363 -3.117
H 3.270 0.753 2.480
H 0.154 -4.579 -2.529
C -5.044 0.071 0.153
C 1.071 -5.168 0.418
C -2.887 -3.001 1.011
C -2.948 2.679 1.994
*
```

Entry 2:
Molecular formula: C28H62BBrFNO8
Method: DFT, wB97M-V/def2-TZVPD

Values from the calculation:
- lowest unoccupied orbital energy (eV) = 0.507
- structure (SMILES) = CC[C@H](Br)[C@@]1(B(O)N(C)C)OC(=O)O[C@]1(C)CCCF.CCOCC.CCOCC.CCOCC.CCOCC
- electronic energy (Eh) = -4459.42812
- HOMO level (Eh) = -0.3300

```
! RIJCOSX wB97M-V def2-TZVPD def2/J DEFGRID3
* xyz 0 1
H 1.053 0.989 2.465
C -4.765 -2.519 0.842
H -6.091 -3.548 2.201
H -1.456 -2.197 -6.080
H -3.279 -0.003 -4.966
H -1.592 4.481 4.595
H -1.225 3.237 -1.362
H -2.932 -2.475 -5.161
H 2.283 4.031 -1.850
H 4.399 2.284 -3.124
C 2.325 4.051 -4.027
C -5.242 -3.263 -2.004
H -0.025 -4.064 2.738
H 0.309 3.256 -2.195
C 3.510 2.344 -2.497
H 1.673 -0.524 -4.557
H -1.257 -3.500 0.233
H 0.430 -0.169 -5.757
H -0.974 4.169 2.985
C -0.965 -4.550 0.254
H 2.830 1.598 -2.906
C -1.609 2.621 6.553
C -0.593 2.123 5.539
C 0.659 -0.141 -4.690
O -0.818 2.593 4.224
H -0.309 -2.013 -4.186
H 0.000 -0.939 -2.835
H 0.754 -6.427 2.302
N 0.324 2.477 -0.194
H -4.032 -2.255 1.606
H 4.475 0.229 -2.116
H 0.563 5.686 4.153
H -4.277 -2.912 -2.375
H 2.700 -0.582 0.846
O 1.256 -3.937 1.115
H 1.954 0.125 3.680
H -0.257 0.739 0.960
H -6.901 -2.922 0.769
H 3.625 -0.547 2.304
H -4.792 -1.684 0.133
H 0.634 0.902 -4.373
H -5.771 -3.762 -2.817
B 1.520 1.648 -0.366
O -4.264 -3.685 0.214
H -0.652 1.035 5.481
H -1.543 1.413 -0.003
C -0.321 -0.961 -3.878
C 2.996 2.078 0.106
H 0.866 -4.296 -0.824
H 1.633 -3.594 3.060
C -0.776 4.000 4.045
C -6.121 -2.711 1.502
H -3.003 -1.676 -6.745
H -1.436 2.154 7.523
H 1.107 -0.291 -0.445
C 4.343 3.967 0.057
O -1.649 -0.466 -3.887
C -2.426 -1.770 -5.824
C 3.995 2.026 -1.063
H 4.678 0.015 -0.406
C -0.679 1.674 0.604
H 2.420 -5.914 2.549
H 1.922 5.061 -4.060
O 3.131 3.493 0.396
C 1.385 -5.706 2.825
C 1.017 -4.275 2.471
H 1.264 -5.873 3.896
H 3.090 4.005 -4.804
O 4.930 3.064 -0.768
H -5.823 -2.385 -1.717
H -6.408 -1.808 2.043
H 0.427 2.363 5.861
C 2.895 0.021 1.729
H 0.848 -5.737 0.173
C -0.315 2.664 -1.535
C -5.048 -4.218 -0.838
C -2.286 -0.415 -5.150
H -1.013 2.304 1.425
H 3.782 4.455 -2.598
H 5.878 0.949 -1.338
C 1.662 0.107 2.639
F 1.310 3.187 -4.404
H -2.623 2.387 6.224
Br 3.478 2.495 3.001
C 4.828 0.724 -1.218
C 0.544 -4.684 0.144
O 1.455 0.413 -1.010
H -1.771 0.295 -5.808
H 1.031 -0.775 2.525
O 4.779 4.955 0.385
H 1.361 4.127 3.858
H -0.609 1.717 -1.991
H -1.348 -4.976 1.182
H 4.628 1.160 1.283
C 0.561 4.625 4.404
C 2.939 3.767 -2.677
H -1.453 -5.066 -0.574
H -6.014 -4.566 -0.455
H -4.515 -5.104 -1.187
H 0.781 4.535 5.470
C 3.573 1.366 1.387
H -1.549 3.702 6.689
*
```

Entry 3:
Molecular formula: C28H62Cl4N6O8P2
Method: DFT, wB97M-V/def2-TZVPD

Values from the calculation:
- energy relative to the best compared isomer or geometry (same formula, charge and spin) (kcal/mol) = 0.0
- lowest unoccupied orbital energy (alpha / beta) (eV) = 2.197 / 2.174
- electronic energy (Eh) = -4557.97169
- HOMO level (alpha / beta) (Eh) = 0.0290 / -0.2173
- ⟨S²⟩ = 0.750

```
! RIJCOSX wB97M-V def2-TZVPD def2/J DEFGRID3
* xyz -1 2
C 7.266 -21.644 -8.164
H -1.317 -22.521 -6.196
H -0.276 -23.260 -5.054
H 10.757 -16.457 -9.340
H -1.784 -23.105 -4.485
H 1.720 -17.590 -2.376
H 6.712 -15.324 -6.374
H 3.512 -19.099 -12.179
H 4.610 -16.623 -6.998
H -2.095 -19.644 -4.040
C 10.473 -16.859 -3.044
H 8.367 -23.567 -6.371
H 11.859 -11.755 -7.189
C 5.467 -18.260 -5.894
H 4.698 -17.892 -5.215
N 10.019 -14.013 -10.275
C 1.799 -18.322 -3.180
H 5.445 -23.107 -6.598
C 11.377 -14.212 -10.779
O 3.153 -18.497 -9.132
H 6.256 -22.536 -5.229
H 0.655 -18.327 -5.805
H 4.844 -17.910 -13.128
H 11.458 -14.538 -11.815
C 6.388 -22.646 -6.305
H 2.539 -20.846 -7.218
H 5.112 -19.210 -6.293
H 2.062 -17.789 -4.094
H 12.006 -16.672 -8.051
H 7.376 -14.515 -4.687
H 6.165 -17.727 -11.833
H 0.460 -19.427 -1.225
C 1.170 -19.092 -6.385
H 8.257 -11.548 -8.268
H 5.605 -17.812 -7.900
C 7.889 -12.602 -5.216
O 7.467 -18.920 -4.538
H -2.149 -19.855 -5.841
H 4.988 -15.619 -11.743
H 9.537 -13.239 -12.288
H 1.852 -22.184 -6.369
C 7.436 -23.559 -6.938
H 7.426 -16.385 -7.636
H 9.852 -14.605 -5.878
H 7.230 -13.422 -3.342
C 6.770 -16.340 -6.766
Cl 7.791 -10.762 -4.931
H 11.824 -13.229 -10.927
H 7.356 -20.767 -6.286
H 3.268 -21.409 -5.734
Cl 8.858 -15.910 -2.994
C 7.006 -13.530 -4.403
O 8.078 -14.265 -8.378
Cl 5.271 -13.535 -4.753
C 4.229 -18.880 -11.388
H 3.622 -16.258 -12.506
H 9.582 -10.854 -7.264
C 9.183 -13.404 -11.271
H -0.484 -18.063 -1.917
C 5.105 -17.796 -12.076
C 5.516 -17.229 -6.984
H 2.176 -18.708 -6.559
H 11.540 -14.300 -6.216
H 9.859 -18.094 -4.755
H -2.898 -21.028 -4.625
H 2.701 -18.888 -2.945
C 3.660 -18.070 -10.225
O 7.383 -20.944 -9.173
O 7.569 -17.127 -5.843
C 10.951 -16.501 -8.269
O 7.682 -22.905 -8.171
N -0.852 -21.227 -4.637
H 9.520 -10.607 -9.039
H 5.704 -20.708 -7.054
H 10.856 -16.982 -2.031
C 6.622 -21.277 -6.909
H 7.686 -12.690 -6.283
C 10.233 -18.162 -3.733
C 9.318 -11.301 -8.223
P 0.737 -20.669 -4.093
H 9.443 -18.741 -3.255
H 11.227 -16.329 -3.627
H 9.066 -12.387 -10.897
H 7.170 -24.588 -7.181
H 8.948 -12.767 -5.018
N 10.539 -15.197 -7.777
Cl 11.700 -19.147 -3.646
N 1.495 -20.254 -5.534
C -1.100 -22.551 -5.128
P 9.573 -14.084 -8.624
N 0.655 -19.113 -3.315
C 6.881 -18.243 -5.282
C 10.748 -15.042 -6.320
H 11.938 -14.761 -10.023
N 10.149 -12.500 -8.225
H 10.421 -17.310 -7.767
C 4.353 -16.505 -11.736
H -1.075 -19.579 -2.219
H 10.758 -15.997 -5.796
H 4.738 -19.784 -11.053
O 1.496 -21.717 -3.363
H 12.213 -13.003 -8.440
H 11.867 -11.393 -8.925
H 0.531 -19.185 -7.263
C 11.602 -12.139 -8.176
C 2.311 -21.207 -6.215
O 3.705 -16.747 -10.509
C -0.118 -19.076 -2.081
H 8.174 -13.816 -11.281
C -2.082 -20.349 -4.872
*
```

Entry 4:
Molecular formula: C28H62N6O10P
Method: DFT, wB97M-V/def2-TZVPD

Values from the calculation:
- lowest unoccupied orbital energy (eV) = -2.845
- electronic energy (Eh) = -2526.11383
- HOMO level (Eh) = -0.3818

```
! RIJCOSX wB97M-V def2-TZVPD def2/J DEFGRID3
* xyz 1 1
H -6.577 -1.446 0.776
H 6.829 6.689 -5.470
H 4.201 1.161 -4.060
C -6.647 -2.392 -1.249
H -2.925 -3.294 -0.321
N 2.236 0.397 7.120
P -1.579 -1.858 -1.953
H 6.286 -3.362 3.789
H 0.216 0.037 7.289
H -8.356 -2.786 -2.391
H -3.066 -0.119 2.651
H 2.446 -2.428 -1.746
H 2.730 4.131 -4.316
H -7.960 -0.832 -0.276
H -2.638 -0.929 5.037
H -8.262 -2.125 2.656
C -1.636 -0.666 4.686
H -8.722 -0.518 -2.708
H 5.203 4.511 -2.470
H 0.546 -2.944 0.193
H 1.227 3.509 -2.350
C 4.498 6.321 -4.146
H 7.332 -0.662 1.462
H 6.636 5.449 -1.987
H -4.650 -0.643 -3.372
H 3.172 2.220 6.748
N -1.436 -1.229 3.364
H 0.252 -1.140 -0.016
C 6.499 -1.286 1.127
H 3.760 5.682 -3.635
H 2.841 -2.151 0.100
H 1.339 1.819 -1.787
H 1.664 -1.129 8.449
C -0.440 -2.117 3.104
H 7.540 -3.820 0.746
N 5.782 6.043 -3.789
C 0.616 -2.082 -0.533
O -1.851 -1.584 -3.454
H -0.730 0.948 -2.009
O 0.605 1.531 5.976
O -8.169 -2.978 2.182
H -6.908 -2.808 -3.241
H 3.203 -1.383 7.593
H -2.828 -1.719 1.894
O -9.148 -3.442 0.116
H 0.173 -2.348 3.989
C 2.566 -0.640 8.078
H -2.430 2.860 -1.558
C 6.858 6.812 -4.385
H 4.277 0.827 6.890
C 2.533 3.072 -4.492
O 3.844 0.702 -2.120
H -1.540 0.420 4.627
C 6.305 -2.386 3.278
C 0.951 0.675 6.771
C -5.131 -1.848 -1.447
H -4.124 -2.722 -3.283
O 4.157 7.177 -4.938
H -1.704 2.177 0.009
H 7.823 6.477 -4.004
O 0.035 -2.332 -1.846
C -2.324 -0.832 2.290
H -3.479 1.764 -0.555
C -7.379 -1.774 0.034
H 3.273 1.035 5.430
H -2.474 0.789 -2.750
H 6.748 4.263 -3.316
C 2.205 -1.849 -0.789
H 5.568 -0.733 1.268
C -8.321 -2.811 0.788
H -4.522 0.289 -1.720
O -0.214 -2.626 2.019
H 2.316 -0.743 -1.068
H 6.625 -1.530 0.072
C 3.310 1.162 6.514
H -7.669 -0.922 -4.150
H 5.767 -3.889 0.549
C -7.679 -0.897 -3.001
H -4.679 -1.651 -0.413
C -6.574 0.162 -2.549
N 6.458 -2.494 1.929
H 3.102 -0.191 8.918
H 3.207 2.706 -5.267
C -5.095 -0.482 -2.336
H -1.738 -0.377 1.489
C -2.810 -3.207 -1.458
H -6.470 1.024 -3.288
H -6.529 -3.513 -1.032
H -6.848 0.623 -1.533
O -1.983 -0.481 -1.048
C 1.910 2.696 -2.102
C -4.242 -2.969 -2.170
O 6.195 -1.341 3.891
H -4.785 -3.985 -2.149
C 3.639 1.346 -3.131
C 6.107 5.004 -2.833
H -0.898 -1.052 5.389
H 6.534 -4.594 1.992
H 6.717 7.869 -4.149
N 2.722 2.346 -3.252
C -2.389 1.941 -0.864
H 2.562 3.002 -1.281
H -2.394 -4.198 -1.841
N -7.445 -2.295 -2.511
C -1.827 0.749 -1.805
C 6.581 -3.778 1.269
H 1.500 2.943 -4.825
*
```

Question: Among the records above, which one has the lowest electronic energy?
Answer: C28H62Cl4N6O8P2